Entry 1:
Entry from OMol25: C4H7NO2 in the gas phase (ωB97M-V with the def2-TZVPD basis set).

Output
gap between HOMO and LUMO: 10.870 eV
relative energy (zero: lowest compared OMol25 entry of this formula, charge and spin): 1.4418 eV
LUMO energy: 0.0295 Eh
SMILES: NC(=O)C[C@H]1CO1
electronic energy: -9845.8378 eV

```
! RIJCOSX wB97M-V def2-TZVPD def2/J DEFGRID3
* xyz 0 1
O -0.01371 1.60488 0.76190
O -1.35752 -1.16137 -1.58311
N 1.66184 0.56907 1.84502
C -1.50602 0.21752 -1.24672
C 0.48707 -0.64709 0.06114
C 0.67986 0.61300 0.90746
C -0.97764 -0.73482 -0.28545
H -1.63148 -1.08406 0.51520
H 1.06119 -0.54435 -0.86878
H 1.80562 1.40613 2.38886
H -2.51829 0.59750 -1.12934
H 0.85426 -1.54436 0.57404
H 2.28455 -0.21166 1.96094
H -0.80797 0.89106 -1.74143
*
```

Entry 2:
Entry from OMol25: 2 unconnected molecules or ions with the total composition C4H7NO2 at a distorted geometry (ωB97M-V with the def2-TZVPD basis set).

Output
gap between HOMO and LUMO (spin up / spin down): 6.964 / 7.706 eV
relative energy (zero: lowest compared OMol25 entry of this formula, charge and spin): 6.9543 eV
LUMO energy (spin up / spin down): -0.0366 / -0.0160 Eh
electronic energy: -9840.3253 eV

```
! RIJCOSX wB97M-V def2-TZVPD def2/J DEFGRID3
* xyz 0 1
O 2.60085 0.35331 0.22582
O -1.22594 0.58984 0.57649
N 0.44907 1.33406 0.20429
C 1.23099 0.23901 0.14204
C 0.51489 -2.27771 0.27988
C 0.70112 -1.00808 0.12657
C -2.00920 0.74604 -0.55199
H -1.93492 -0.10488 -1.24554
H 2.86070 1.23810 -0.05907
H -3.04965 0.88816 -0.22694
H -0.03428 -2.86649 -0.44794
H 0.79689 -2.78754 1.19764
H 0.81976 2.00401 0.88582
H -1.72027 1.65216 -1.10707
*
```

Entry 3:
Entry from OMol25: C4H7NO2 in the gas phase at a distorted geometry (ωB97M-V with the def2-TZVPD basis set).

Output
gap between HOMO and LUMO: 9.175 eV
relative energy (zero: lowest compared OMol25 entry of this formula, charge and spin): 2.4664 eV
LUMO energy: 0.0280 Eh
SMILES: [H]/N=C\O/C(O)=C/C
electronic energy: -9844.8133 eV

```
! RIJCOSX wB97M-V def2-TZVPD def2/J DEFGRID3
* xyz 0 1
O -0.10498 1.09936 -1.58953
O 1.16587 -0.73192 -1.18906
N 2.17624 -0.25709 1.03711
C 1.88915 -1.00240 0.09486
C 0.04647 -0.03820 -0.86949
C -0.71180 -0.31275 0.20897
C -1.87121 0.53592 0.63276
H -2.82141 0.06840 0.36379
H 1.65192 0.60523 1.15026
H -0.66191 -1.30358 0.63342
H -1.82932 1.51375 0.15817
H 2.36440 -1.96073 -0.06181
H 0.56692 1.10608 -2.28369
H -1.86035 0.67792 1.71425
*
```

Entry 4:
Entry from OMol25: 2 unconnected molecules or ions with the total composition C4H7NO2 (ωB97M-V with the def2-TZVPD basis set).

Output
gap between HOMO and LUMO: 11.103 eV
relative energy (zero: lowest compared OMol25 entry of this formula, charge and spin): 0.4625 eV
LUMO energy: 0.0302 Eh
SMILES: [H]/N=C/CC.O=C=O
electronic energy: -9846.8172 eV

```
! RIJCOSX wB97M-V def2-TZVPD def2/J DEFGRID3
* xyz 0 1
O 3.22636 -0.93977 0.91382
O 1.30110 -2.12645 0.35402
N 1.11722 0.75005 0.50862
C -1.11375 0.68824 -0.55021
C -1.47470 -0.71549 -0.05521
C 2.22881 -1.47944 0.63793
C 0.23282 1.27435 -0.23291
H -0.62828 -1.39869 -0.06777
H 1.91950 1.37237 0.62266
H -2.26827 -1.16155 -0.66598
H -1.26833 0.79669 -1.63250
H -1.84696 -0.67118 0.97139
H -1.79322 1.41939 -0.09217
H 0.36127 2.27998 -0.65860
*
```

Entry 5:
Entry from OMol25: C4H7NO2 in the gas phase at a distorted geometry (ωB97M-V with the def2-TZVPD basis set).

Output
gap between HOMO and LUMO: 10.436 eV
relative energy (zero: lowest compared OMol25 entry of this formula, charge and spin): 1.9940 eV
LUMO energy: 0.0305 Eh
SMILES: C=C(C)OC(N)=O
electronic energy: -9845.2857 eV

```
! RIJCOSX wB97M-V def2-TZVPD def2/J DEFGRID3
* xyz 0 1
O -0.58277 -0.25126 0.67653
O 1.52820 -1.17014 0.54904
N -0.35924 -2.27701 1.61623
C -0.29651 2.12774 0.03473
C -0.16013 0.89252 -0.39942
C 0.31742 0.41676 -1.72075
C 0.39238 -1.07322 0.87873
H 1.28189 -0.08157 -1.62351
H -0.64895 2.34611 1.03003
H 0.06566 -2.61892 2.46766
H -0.39462 -0.28899 -2.15027
H -0.20034 2.96628 -0.63981
H 0.42411 1.25902 -2.40544
H -1.36710 -2.24731 1.68625
*
```

Entry 6:
Entry from OMol25: C4H7NO2 in the gas phase at a distorted geometry (ωB97M-V with the def2-TZVPD basis set).

Output
gap between HOMO and LUMO: 10.935 eV
relative energy (zero: lowest compared OMol25 entry of this formula, charge and spin): 0.1216 eV
LUMO energy: 0.0281 Eh
SMILES: C[C@H]1CNC(=O)O1
electronic energy: -9847.1581 eV

```
! RIJCOSX wB97M-V def2-TZVPD def2/J DEFGRID3
* xyz 0 1
O 2.58034 -0.98561 0.68845
O 0.86783 -0.86836 -0.77374
N 1.06084 0.76983 0.73624
C 1.60286 -0.41747 0.27093
C -0.00593 1.19393 -0.14494
C -0.37828 -0.17387 -0.74169
C -1.35599 -0.94791 0.12859
H 0.33348 1.91882 -0.89651
H -1.13347 -0.93252 1.20850
H -0.84948 1.61551 0.40728
H -1.39039 -1.99636 -0.18119
H -2.33972 -0.50409 -0.01210
H -0.74123 -0.09675 -1.77418
H 1.74913 1.42484 1.08436
*
```